Here is a single C3H4INOS molecule in a non-equilibrium geometry from the Open Molecules 2025 dataset. Energies are from ωB97M-V/def2-TZVPD.

CARTESIAN COORDINATES (ANGSTROEM)
C -0.949 0.529 -0.530
C 0.370 -1.271 0.363
C 0.706 1.208 -0.276
N -0.860 -0.736 -0.136
O -1.843 1.181 -0.957
S 1.716 -0.236 -0.324
I 0.645 2.248 1.628
H 0.420 -1.220 1.456
H 0.531 -2.293 0.021
H 0.938 1.921 -1.054
H -1.675 -1.329 -0.190

Calculated values
- HOMO (eV) = -9.02
- orbital gap (eV) = 9.344
- SMILES string = O=C1NCS[C@@H]1I
- E (hartree) = -942.583546
- max |F| (Eh/bohr) = 0.07933
- E_LUMO (eV) = 0.325
- energy above the lowest of the compared OMol25 structures with the same formula, charge and spin (eV) = 0.0271

Here is 2 unconnected molecules or ions with the total composition C3H4IO2 in a non-equilibrium geometry from the Open Molecules 2025 dataset. Energies are from ωB97M-V/def2-TZVPD.

CARTESIAN COORDINATES (ANGSTROEM)
C 1.565 1.146 -1.225
C -0.655 -1.220 0.447
C -0.465 0.298 0.328
O 0.947 1.554 -2.090
O 2.475 0.952 -0.547
I -0.682 1.239 2.216
H 0.088 -1.614 -0.412
H -0.336 -1.471 1.378
H -1.716 -1.527 0.303
H -1.221 0.642 -0.397

Calculated values
- charge = -1
- HOMO (eV) = -2.03
- orbital gap (eV) = 5.372
- E (hartree) = -564.875511
- max |F| (Eh/bohr) = 0.08420
- E_LUMO (eV) = 3.346
- energy above the lowest of the compared OMol25 structures with the same formula, charge and spin (eV) = 1.6486

Here is a gas-phase ion, C3H4IO2 (charge -1) in a non-equilibrium geometry from the Open Molecules 2025 dataset. Energies are from ωB97M-V/def2-TZVPD.

CARTESIAN COORDINATES (ANGSTROEM)
C -1.074 -1.062 0.051
C 0.279 1.039 -0.300
C 0.450 -0.395 0.068
O -1.565 -1.450 1.057
O -1.565 -0.914 -1.053
I 1.627 -0.419 2.049
H -0.321 0.902 -1.307
H -0.355 1.608 0.358
H 1.178 1.525 -0.502
H 1.345 -0.834 -0.421

Calculated values
- charge = -1
- HOMO (eV) = -4.65
- orbital gap (eV) = 7.752
- SMILES string = C[C@@H](I)C(=O)[O-]
- E (hartree) = -564.936095
- max |F| (Eh/bohr) = 0.07638
- E_LUMO (eV) = 3.105
- energy above the lowest of the compared OMol25 structures with the same formula, charge and spin (eV) = 0.0000

Here is a gas-phase ion, C3H4IO3 (charge -1) in a non-equilibrium geometry from the Open Molecules 2025 dataset. Energies are from ωB97M-V/def2-TZVPD.

CARTESIAN COORDINATES (ANGSTROEM)
C -1.609 0.586 1.354
C 0.100 -0.530 -0.301
C -0.641 0.744 0.070
O -1.471 1.582 2.044
O -2.243 -0.436 1.328
O 0.107 1.811 0.248
I -2.144 1.082 -1.719
H 0.581 -0.485 -1.192
H 0.875 -0.621 0.344
H -0.593 -1.271 -0.434
H -0.462 2.248 1.068

Calculated values
- charge = -1
- HOMO (eV) = -4.63
- orbital gap (eV) = 7.820
- SMILES string = C[C@@](O)(I)C(=O)[O-]
- E (hartree) = -640.197230
- max |F| (Eh/bohr) = 0.08018
- E_LUMO (eV) = 3.194
- energy above the lowest of the compared OMol25 structures with the same formula, charge and spin (eV) = 0.2124

Here is a molecular structure, C3H4IrO in a non-equilibrium geometry from the Open Molecules 2025 dataset. Energies are from ωB97M-V/def2-TZVPD.

CARTESIAN COORDINATES (ANGSTROEM)
C -2.680 -0.061 -0.405
C -1.400 0.771 -0.088
C -1.433 -0.755 -0.479
H -3.364 -0.177 0.451
H -1.224 1.098 0.944
H -0.870 1.384 -0.843
H -1.236 -1.404 0.387
O -3.533 0.462 -1.576
Ir -2.975 2.144 -1.247

Calculated values
- charge = +1
- HOMO (spin up / spin down) (eV) = -13.97 / -15.36
- orbital gap (spin up / spin down) (eV) = 7.566 / 8.296
- expectation value of S² = 6.0120
- E (hartree) = -295.667408
- max |F| (Eh/bohr) = 0.06278
- E_LUMO (spin up / spin down) (eV) = -6.404 / -7.065
- spin multiplicity = 5

Here is a molecular structure, C3H4LiMnO3 in a non-equilibrium geometry from the Open Molecules 2025 dataset. Energies are from ωB97M-V/def2-TZVPD.

CARTESIAN COORDINATES (ANGSTROEM)
H -2.252 -3.044 -3.050
C 0.499 1.438 0.910
C 0.342 -0.031 0.652
O 0.798 -0.331 -0.639
C -0.114 -0.671 -1.615
O -0.288 0.190 -2.459
O 0.677 1.902 2.018
Mn -1.203 -2.435 -1.886
H 0.437 2.106 0.029
H -0.732 -0.260 0.783
H 0.896 -0.597 1.417
Li 0.940 1.732 3.841

Calculated values
- charge = +1
- HOMO (spin up / spin down) (eV) = -11.92 / -12.29
- orbital gap (spin up / spin down) (eV) = 7.279 / 7.654
- expectation value of S² = 8.7620
- E (hartree) = -1500.637139
- max |F| (Eh/bohr) = 0.04414
- E_LUMO (spin up / spin down) (eV) = -4.640 / -4.641
- spin multiplicity = 6
- energy above the lowest of the compared OMol25 structures with the same formula, charge and spin (eV) = 1.6212

Here is a molecular structure, C3H4LiO3Yb in a non-equilibrium geometry from the Open Molecules 2025 dataset. Energies are from ωB97M-V/def2-TZVPD.

CARTESIAN COORDINATES (ANGSTROEM)
O -1.703 0.414 0.330
C -0.982 -0.774 -0.008
C 0.407 -0.461 -0.572
O 2.668 -0.084 0.368
C 2.651 1.116 0.639
O 1.781 1.953 0.486
Li -3.397 0.345 0.843
Yb -0.420 2.020 -0.174
H -1.563 -1.361 -0.743
H -0.894 -1.388 0.906
H 0.491 -0.390 -1.667
H 0.961 -1.391 -0.409

Calculated values
- charge = +2
- HOMO (spin up / spin down) (eV) = -17.15 / -17.08
- orbital gap (spin up / spin down) (eV) = 7.597 / 6.783
- expectation value of S² = 0.7613
- E (hartree) = -1507.983360
- max |F| (Eh/bohr) = 0.17156
- E_LUMO (spin up / spin down) (eV) = -9.557 / -10.293
- spin multiplicity = 2
- energy above the lowest of the compared OMol25 structures with the same formula, charge and spin (eV) = 1.8590

Here is a molecular structure, C3H4LiO4Pm in a non-equilibrium geometry from the Open Molecules 2025 dataset. Energies are from ωB97M-V/def2-TZVPD.

CARTESIAN COORDINATES (ANGSTROEM)
O -1.590 -0.086 1.248
C -1.723 0.950 0.482
C -1.975 -1.378 0.268
O -0.744 1.622 0.116
O -2.747 0.771 -0.330
C -2.918 -0.618 -0.683
H -2.479 -1.950 1.057
H -1.623 -2.276 -0.254
H -3.968 -0.875 -0.517
H -2.646 -0.717 -1.740
O 1.462 -0.885 -0.587
Pm 1.631 1.327 -0.604
Li 2.486 -2.188 -1.091

Calculated values
- charge = +2
- HOMO (spin up / spin down) (eV) = -17.50 / -17.50
- orbital gap (spin up / spin down) (eV) = 7.547 / 8.397
- expectation value of S² = 6.0230
- E (hartree) = -1032.897326
- max |F| (Eh/bohr) = 0.12217
- E_LUMO (spin up / spin down) (eV) = -9.949 / -9.103
- spin multiplicity = 5
- energy above the lowest of the compared OMol25 structures with the same formula, charge and spin (eV) = 2.3386

Repeat the seventh record exactly.
Here is a molecular structure, C3H4LiO3Yb in a non-equilibrium geometry from the Open Molecules 2025 dataset. Energies are from ωB97M-V/def2-TZVPD.

CARTESIAN COORDINATES (ANGSTROEM)
O -1.703 0.414 0.330
C -0.982 -0.774 -0.008
C 0.407 -0.461 -0.572
O 2.668 -0.084 0.368
C 2.651 1.116 0.639
O 1.781 1.953 0.486
Li -3.397 0.345 0.843
Yb -0.420 2.020 -0.174
H -1.563 -1.361 -0.743
H -0.894 -1.388 0.906
H 0.491 -0.390 -1.667
H 0.961 -1.391 -0.409

Calculated values
- charge = +2
- HOMO (spin up / spin down) (eV) = -17.15 / -17.08
- orbital gap (spin up / spin down) (eV) = 7.597 / 6.783
- expectation value of S² = 0.7613
- E (hartree) = -1507.983360
- max |F| (Eh/bohr) = 0.17156
- E_LUMO (spin up / spin down) (eV) = -9.557 / -10.293
- spin multiplicity = 2
- energy above the lowest of the compared OMol25 structures with the same formula, charge and spin (eV) = 1.8590